Molecular formula: C5H10NO2
Method: DFT, ωB97M-V/def2-TZVPD

Summary:
- Energy relative to the best compared isomer or geometry (same formula, charge and spin): 10.603 eV
- Total charge: -1

Each line ends with the Mulliken charge.
Geometry (Å):
C -0.3026 0.5738 -0.6144  -0.39
N -0.8057 1.9464 -0.3633  -0.58
C -2.1463 1.9710 -0.2761  0.16
O -3.0346 1.1100 -0.5689  -0.62
C 0.4876 -0.1387 0.4479  -0.37
C 1.2410 -1.3055 -0.2643  -0.34
C 0.8851 -1.6437 -1.6232  -0.82
O 0.2592 0.1166 3.4949  -0.95
H -1.0209 -0.0922 -1.0002  0.45
H 0.4725 0.6215 -1.4382  0.16
H 0.3508 0.3840 4.3408  0.14
H -2.4569 2.9823 0.1532  0.30
H -0.1845 -0.4434 1.2757  0.33
H 1.1388 0.6180 0.9744  0.27
H 1.7264 -0.6574 -0.9114  0.32
H 1.7769 -1.8726 0.5692  0.42
H 0.0906 -2.4101 -1.7671  0.25
H 1.5226 -1.7602 -2.4290  0.26

---

Molecular formula: C3H5N3
Method: DFT, ωB97M-V/def2-TZVPD

Summary:
- Energy relative to the best compared isomer or geometry (same formula, charge and spin): 1.447 eV
- Structure (SMILES): Nc1cc[nH]n1

Each line ends with the Mulliken charge.
Geometry (Å):
N 1.4173 0.6576 1.2578  -0.45
C 0.4152 0.1612 0.4598  0.53
C 0.4946 -0.5893 -0.7451  -0.42
C -0.8354 -0.6494 -1.1219  -0.38
N -1.5907 -0.3090 -0.0638  0.19
N -0.8423 0.4157 0.8113  -0.79
H 2.3669 0.6856 0.9296  0.20
H 1.1259 1.4085 1.8623  0.26
H 1.3287 -1.1103 -1.2106  0.32
H -1.2891 -0.4638 -2.0795  0.29
H -2.5911 -0.2067 -0.0999  0.26

---

Molecular formula: C40H49ClGeN2O2Pt
Method: DFT, ωB97M-V/def2-TZVPD

Summary:
- 2S+1: 3
- Energy relative to the best compared isomer or geometry (same formula, charge and spin): 0.000 eV
- <S²>: 2.023

Each line ends with the Mulliken charge.
Geometry (Å):
Pt 0.2790 0.9610 -0.4322  1.42
C 3.9930 2.7496 -0.4706  -2.05
C 3.0983 1.8118 -1.2761  4.51
C 2.9353 2.3231 -2.7085  -1.49
C 3.5885 0.3773 -1.2560  0.19
C 4.9504 0.1077 -1.2541  -0.59
C 5.4235 -1.1933 -1.2392  -1.44
C 4.5334 -2.2502 -1.2118  -0.51
C 3.1616 -2.0300 -1.2173  0.05
C 2.2074 -3.2069 -1.1829  2.36
C 2.4915 -4.1250 0.0085  -1.71
C 2.2540 -3.9797 -2.5053  -1.68
C 2.6926 -0.7070 -1.2594  -0.42
N 1.2911 -0.4903 -1.3006  1.20
C 0.6033 -0.6146 -2.4524  -1.06
C -0.7941 -0.5655 -2.4135  -0.37
N -1.4417 -0.3137 -1.2823  0.89
C -2.7985 -0.6759 -1.1459  -0.74
C -3.2136 -2.0318 -1.1815  0.43
C -4.5801 -2.2954 -1.1307  -1.08
C -5.5267 -1.2938 -1.0333  -1.28
C -5.1099 0.0206 -0.9441  -0.80
C -3.7628 0.3446 -0.9865  0.73
C -3.3184 1.7857 -0.9034  3.61
C -3.1486 2.3828 -2.3044  -1.33
C -4.2470 2.6593 -0.0592  -1.85
C -2.3157 -3.2673 -1.1979  0.17
C -1.3007 -3.2594 -0.0563  -0.65
C -1.6519 -3.5774 -2.5488  -1.41
H 3.4788 3.6900 -0.2884  0.45
H 4.9146 2.9612 -1.0162  0.51
H 4.2481 2.3142 0.4959  0.40
H 2.0738 1.8182 -0.8068  -2.51
H 3.9008 2.3206 -3.2180  0.39
H 2.5515 3.3446 -2.7028  0.39
H 2.2404 1.7023 -3.2784  0.27
H 5.6569 0.9270 -1.2643  0.32
H 6.4892 -1.3840 -1.2367  0.38
H 4.9087 -3.2659 -1.1855  0.41
H 1.1992 -2.8210 -1.0553  -1.28
H 3.4829 -4.5754 -0.0609  0.39
H 1.7587 -4.9334 0.0439  0.46
H 2.4287 -3.5647 0.9430  0.34
H 3.2275 -4.4523 -2.6493  0.42
H 2.0756 -3.3088 -3.3481  0.29
H 1.4873 -4.7568 -2.5176  0.36
H 1.1139 -0.8282 -3.3855  0.50
H -1.3599 -0.7910 -3.3145  0.54
H -4.9151 -3.3254 -1.1701  0.43
H -6.5808 -1.5378 -1.0004  0.37
H -5.8448 0.8084 -0.8473  0.34
H -2.3496 1.7946 -0.4228  -2.02
H -4.1185 2.4724 -2.7993  0.34
H -2.5082 1.7549 -2.9264  0.26
H -2.6966 3.3749 -2.2435  0.28
H -5.1849 2.8650 -0.5785  0.44
H -3.7623 3.6152 0.1456  0.33
H -4.4762 2.1781 0.8932  0.47
H -2.9895 -4.1061 -1.0085  0.60
H -0.6385 -2.3951 -0.1068  -0.38
H -0.6940 -4.1676 -0.0842  0.47
H -1.8146 -3.2268 0.9025  0.22
H -0.7498 -2.9910 -2.7007  0.17
H -2.3408 -3.3838 -3.3730  0.34
H -1.3699 -4.6318 -2.5817  0.42
Ge 1.0762 0.9017 1.8289  1.06
C 0.2724 2.1936 3.0695  0.04
C -1.1086 2.2407 3.2410  0.27
C -1.6743 3.1117 4.1603  -0.86
C -0.8628 3.9488 4.9129  -0.50
C 0.5134 3.9218 4.7339  -0.71
C 1.0767 3.0512 3.8133  -0.17
C 0.4545 -0.8117 2.5825  0.34
C 1.2715 -1.5505 3.4339  -0.56
C 0.7471 -2.5938 4.1838  -0.64
C -0.6033 -2.8998 4.0965  -0.63
C -1.4245 -2.1801 3.2400  -0.99
C -0.8940 -1.1497 2.4794  0.21
H 2.6086 0.9402 1.9589  -0.37
H -1.7481 1.5946 2.6501  0.17
H -2.7491 3.1380 4.2929  0.43
H -1.3015 4.6235 5.6373  0.38
H 1.1451 4.5887 5.3075  0.40
H 2.1493 3.0403 3.6571  0.35
H 2.3239 -1.2989 3.5158  0.40
H 1.3866 -3.1636 4.8466  0.43
H -1.0135 -3.7031 4.6956  0.39
H -2.4781 -2.4241 3.1714  0.53
H -1.5300 -0.6014 1.7902  0.16
Cl -0.0890 5.4558 -1.8260  -0.23
C -0.3715 5.1481 -0.0874  -0.59
C 0.2176 3.7704 0.2068  0.58
O 1.3772 3.6741 0.5865  -0.50
O -0.5963 2.8023 -0.0395  -1.22
H -1.4442 5.1654 0.0783  0.18
H 0.1327 5.9252 0.4753  0.47

---

Molecular formula: C8H11NOS
Method: DFT, ωB97M-V/def2-TZVPD

Summary:
- Energy relative to the best compared isomer or geometry (same formula, charge and spin): 1.368 eV

Each line ends with the Mulliken charge.
Geometry (Å):
C -2.1313 -0.9568 1.2698  -0.47
C -1.0661 -1.7574 1.0801  -0.77
C -2.2752 0.2097 0.4195  -0.55
C -0.1546 -1.4986 0.0538  -0.42
C 1.6490 1.2866 1.0751  0.80
C -1.2763 0.4614 -0.6067  0.57
C -0.2267 -0.3845 -0.7452  0.99
C 0.7141 -0.3295 -1.9359  -1.76
N -1.3560 1.5994 -1.3605  -0.50
O 0.8939 1.6537 1.8525  -0.34
S 2.6994 0.8891 0.0610  -0.44
H -3.0685 -1.1072 1.7893  0.34
H -0.9881 -2.5574 1.8034  0.35
H -3.2534 0.8414 0.5336  0.21
H 0.7706 -2.0131 -0.0420  0.31
H 4.3439 -0.0184 1.8324  -0.07
H 1.2478 -1.2760 -1.9219  0.38
H 1.4132 0.5385 -1.9673  0.35
H 0.0105 -0.3024 -2.7598  0.53
H -1.8495 2.3801 -0.9808  0.23
H -0.5758 1.8166 -1.8258  0.17
H 4.4792 0.5245 2.3754  0.08

---

Molecular formula: C41H70IN14O4P
Method: DFT, ωB97M-V/def2-TZVPD

Summary:
- E: -90087.565 eV

Each line ends with the Mulliken charge.
Geometry (Å):
C 0.4255 -1.1970 5.4431  -1.60
C 0.3386 -0.8417 3.8899  1.08
C -1.1699 -0.7050 3.4462  -1.78
I -2.5205 -0.1144 5.1122  0.10
C -1.3714 0.2416 2.1338  2.19
C -1.9382 -0.7000 1.0117  -0.90
C -2.5677 0.0096 -0.2378  0.25
C -3.5852 -0.9386 -1.0159  0.50
C -2.8412 -2.1764 -1.6189  -0.93
C -4.8756 -1.2894 -0.2008  -1.41
O -0.2189 1.0290 1.8018  -0.29
C 0.5177 0.5946 0.6987  0.07
O 0.4506 1.2674 -0.3168  -0.64
C 1.4734 -0.6300 0.6753  0.26
C 1.2266 -1.6238 -0.5380  0.13
C 1.7758 -3.0576 -0.1953  -0.43
C 1.0669 -3.7510 1.0288  0.71
C 0.8558 -5.3007 0.8752  -0.90
N -0.4809 -5.5182 0.2698  -0.51
P -2.6979 1.5300 2.6858  -0.39
O -4.2479 1.0000 2.2593  -0.47
O -2.3580 3.0170 1.9250  -0.30
H 1.4770 -1.5866 5.5891  0.01
H 0.3431 -0.2980 6.0949  0.55
H -0.2471 -2.0378 5.7290  0.40
H 0.9483 0.0815 3.7682  0.37
H 0.7513 -1.7457 3.3771  -0.52
H -1.5267 -1.7331 3.1750  0.62
H -1.2134 -1.4929 0.6682  -0.93
H -2.7733 -1.2882 1.4914  0.95
H -3.1352 0.9459 -0.0178  -0.09
H -1.8016 0.2861 -1.0159  0.25
H -3.9236 -0.3153 -1.8958  0.14
H -1.9063 -1.8030 -2.1332  -0.09
H -2.4819 -2.9143 -0.8545  0.28
H -3.4457 -2.6554 -2.4337  0.42
H -5.7161 -1.6844 -0.8287  0.42
H -5.2870 -0.4466 0.4041  0.20
H -4.6053 -2.1271 0.5060  0.30
H 2.5058 -0.2129 0.5152  0.46
H 1.5244 -1.2082 1.6252  -0.42
H 0.1825 -1.6112 -0.9336  -0.28
H 1.8747 -1.2383 -1.3766  0.24
H 2.8624 -2.9095 0.0968  -0.18
H 1.8100 -3.7353 -1.0927  0.52
H 1.7541 -3.6136 1.9154  -0.10
H 0.1055 -3.2512 1.3382  -0.32
H 1.7033 -5.7761 0.3153  0.32
H 0.8007 -5.7221 1.9179  0.43
H -0.4419 -5.1082 -0.6660  0.17
H -0.7120 -6.5103 0.2434  0.24
H -4.3043 0.0538 2.5001  0.39
H -2.7605 3.0458 1.0280  0.26
C -3.2659 1.0373 -4.9976  -0.90
C -3.7799 -0.3534 -4.9999  0.39
N -4.1969 -1.4389 -4.9996  -0.32
H -2.2623 1.0597 -4.5727  0.24
H -3.2302 1.4194 -6.0174  0.36
H -3.9206 1.6719 -4.4007  0.31
C 0.3884 4.5227 0.9919  0.11
C 0.6065 5.5779 2.0097  0.29
N 0.7774 6.4021 2.8060  -0.47
H -0.2262 3.7257 1.4111  -0.32
H -0.1280 4.9399 0.1274  0.09
H 1.3447 4.1054 0.6776  0.30
C -1.6786 7.7601 -1.5451  -0.82
C -2.2087 6.3771 -1.4737  0.39
N -2.6361 5.2950 -1.4257  -0.39
H -0.6559 7.7840 -1.1691  0.29
H -1.6877 8.1060 -2.5784  0.29
H -2.2961 8.4241 -0.9408  0.30
C 6.1638 -1.5913 -0.5071  -0.95
C 5.2554 -1.8394 0.6380  0.50
N 4.5365 -2.0391 1.5242  -0.45
H 7.1713 -1.9284 -0.2711  0.42
H 5.8037 -2.1318 -1.3829  0.31
H 6.1889 -0.5252 -0.7313  0.23
C 8.5897 0.5911 -3.1028  -0.50
C 8.9342 -0.4289 -2.0835  0.31
N 9.2095 -1.2295 -1.2858  -0.48
H 9.2047 0.4531 -3.9918  0.35
H 7.5398 0.5115 -3.3801  0.10
H 8.7692 1.5869 -2.6964  0.25
C 0.2501 -2.0279 9.2764  -0.80
C -0.9558 -2.2502 8.4435  0.45
N -1.8859 -2.4255 7.7758  -0.43
H 0.8771 -1.2620 8.8208  0.25
H -0.0415 -1.7032 10.2750  0.33
H 0.8208 -2.9526 9.3540  0.27
C 6.9489 3.9113 -4.9065  -0.77
C 6.4189 2.5285 -4.8337  0.42
N 5.9882 1.4479 -4.7874  -0.46
H 7.9601 3.9423 -4.5010  0.28
H 6.9704 4.2441 -5.9438  0.28
H 6.3124 4.5815 -4.3296  0.27
C -0.5700 -2.9058 -5.2310  -0.88
C -0.2239 -3.9658 -4.2506  0.50
N 0.0315 -4.7845 -3.4718  -0.52
H 0.0575 -3.0000 -6.1132  0.38
H -1.6155 -2.9986 -5.5280  0.33
H -0.4149 -1.9271 -4.7868  0.15
C -5.6245 5.4651 0.1671  -0.28
C -6.9483 6.0743 -0.1095  0.11
N -7.9810 6.5513 -0.3262  -0.36
H -5.5916 4.4523 -0.2330  0.21
H -4.8396 6.0564 -0.3006  0.02
H -5.4506 5.4288 1.2425  0.27
C 3.2762 -1.6726 -5.6463  -0.70
C 1.9451 -1.1017 -5.9632  0.48
N 0.9042 -0.6579 -6.2100  -0.49
H 3.3596 -2.6736 -6.0694  0.30
H 4.0586 -1.0405 -6.0659  0.32
H 3.4052 -1.7301 -4.5657  0.12
C 4.0805 -3.1601 5.0425  -0.63
C 3.6872 -2.9823 6.4624  0.28
N 3.3776 -2.8425 7.5698  -0.41
H 3.8688 -2.2496 4.4819  0.17
H 5.1461 -3.3780 4.9785  0.41
H 3.5207 -3.9860 4.6046  0.21
C -6.5232 -3.5230 -6.4433  -0.63
C -7.6515 -3.7514 -7.3791  0.24
N -8.5319 -3.9297 -8.1101  -0.36
H -5.8473 -2.7734 -6.8523  0.20
H -6.9020 -3.1730 -5.4838  0.25
H -5.9743 -4.4518 -6.2914  0.27
C -1.2090 6.0184 5.5768  -0.58
C -1.3901 6.2197 7.0355  0.19
N -1.5317 6.3771 8.1741  -0.37
H -0.8301 6.9318 5.1201  0.30
H -0.4982 5.2123 5.3993  0.22
H -2.1627 5.7590 5.1177  0.24

---

Molecular formula: H80O40
Method: DFT, ωB97M-V/def2-TZVPD

Summary:
- Energy relative to the best compared isomer or geometry (same formula, charge and spin): 10.472 eV

Each line ends with the Mulliken charge.
Geometry (Å):
H 1.5914 -4.4755 -4.5036  0.29
H 0.9629 -3.1643 -4.1329  0.28
O 0.9005 -4.0710 -3.8939  -0.60
H -0.0512 5.3303 -0.6758  0.35
H -0.8036 3.9861 -0.5749  0.26
O -0.9868 4.9437 -0.6759  -0.72
H -3.4683 3.1070 -2.3323  0.27
H -2.8673 3.5693 -3.6245  0.25
O -3.2037 2.7728 -3.2295  -0.52
H 4.3597 -2.2103 -4.6052  0.30
H 5.0839 -1.1344 -3.9592  0.30
O 4.6228 -1.2663 -4.7858  -0.62
H -5.0570 3.2362 2.2830  0.37
H -4.5626 2.5006 3.3899  0.34
O -5.2837 2.4014 2.7818  -0.67
H -0.4621 -2.8569 1.7224  0.39
O -0.6860 -2.5670 2.6806  -0.07
H -0.5609 0.5268 2.6647  0.13
O 0.3444 0.6132 3.1090  0.40
H 3.0953 -1.4790 -1.2146  0.21
H 1.6601 -1.2635 -1.6517  0.34
O 2.3542 -2.0026 -1.5076  -0.34
H -2.8090 5.2855 0.1447  0.24
H -4.2973 5.1038 0.8649  0.32
O -3.3440 4.8523 0.8623  -0.55
H 0.8383 1.2922 -1.2646  0.38
H 1.0686 2.3632 -2.2577  0.08
O 0.8165 2.2513 -1.2669  -0.28
H 5.7858 0.3226 -2.4235  0.22
H 5.8397 1.1577 -1.1169  0.25
O 5.4230 0.3890 -1.5196  -0.47
H 2.7696 -4.5695 0.8179  0.33
O 3.1808 -5.1769 1.4322  -0.66
H -1.1931 -2.6575 -3.9007  0.22
H -2.2988 -3.3510 -4.4498  0.27
O -2.0966 -2.8735 -3.6512  -0.54
H 0.8951 2.3352 5.5680  0.27
H 0.1196 1.7518 4.4657  0.30
O 0.3398 2.6325 4.8833  -0.59
H -0.8813 -1.6618 5.7783  0.37
H 0.3286 -1.0406 4.9170  0.23
O -0.2752 -0.9385 5.6984  -0.62
H 2.5899 -3.9363 2.3703  0.55
H 1.6247 -2.8828 2.8514  -0.02
O 2.3291 -2.9623 2.2103  -0.63
H 1.9711 -2.8997 4.8929  0.33
H 1.0560 -2.6828 6.0380  0.37
O 1.2961 -3.4376 5.3782  -0.61
H -0.0221 2.0175 0.7614  0.03
H 1.1117 2.0804 1.6168  0.07
O 0.3600 2.6149 1.3834  -0.08
H -1.2739 1.3008 -5.1275  0.28
O -0.5873 1.1498 -4.4615  -0.51
H 0.7894 -0.6242 -3.3420  0.04
H 0.0637 -0.1564 -1.8043  0.20
O 0.8253 -0.1602 -2.4193  -0.28
H -1.4826 3.3012 2.8376  0.21
O -2.2751 2.8821 2.5418  -0.40
H -3.2037 -3.4848 2.4862  0.42
H -3.4423 -2.3523 1.5972  0.19
O -3.3799 -2.5102 2.5751  -0.73
H -2.5421 -0.6120 3.0549  0.26
H -3.6035 -0.0737 2.0709  0.28
O -2.6311 -0.0086 2.2836  -0.81
H -5.6953 3.1602 0.8471  0.22
H -5.6167 3.3073 -0.5202  0.33
O -5.8157 3.9167 0.2003  -0.69
H 4.7682 -0.2473 0.5417  0.35
H 3.6142 -1.2805 1.1280  0.11
O 3.7951 -0.6316 0.3635  -0.47
H -1.7796 0.3651 -2.8891  0.21
H -2.7607 -0.6241 -2.2664  0.19
O -1.8490 -0.4748 -2.3451  -0.36
H 2.2579 -1.1441 -4.5088  0.27
H 1.1099 -0.3905 -5.4856  0.24
O 1.3677 -1.0280 -4.7566  -0.63
H 1.4983 -2.0664 0.3567  0.17
H 0.3840 -3.0397 -0.2091  0.15
O 0.5546 -2.4778 0.5774  -0.18
H -6.1696 -2.9265 0.0978  0.29
H -5.0926 -1.7328 0.0259  0.31
O -5.2135 -2.7101 0.0558  -0.59
H -0.1622 4.2561 -3.0306  0.28
H -0.1142 3.7687 -4.5340  0.32
O 0.2326 3.5065 -3.6440  -0.70
H -3.8691 2.2754 0.6588  0.31
H -3.4327 1.3761 -0.5619  0.09
O -4.1636 1.8799 -0.1974  -0.35
H -2.0503 -3.9416 -1.1977  0.23
O -2.2838 -3.4765 -0.3956  -0.46
H 3.9537 1.6756 0.4713  0.26
H 4.8804 1.9363 1.6032  0.29
O 4.8909 1.6806 0.6844  -0.64
H -0.3956 2.0912 -4.2245  0.27
H -1.6537 -2.4815 2.4204  0.14
H -2.1506 1.9404 2.2976  0.20
H 0.9662 0.0024 2.6897  -0.21
H 3.9673 -5.6395 1.2519  0.27
H -3.1837 -3.5898 0.0328  0.22
O 1.5049 4.4415 3.1737  -0.65
H 1.0164 3.6220 3.2703  0.30
H 1.1462 5.2167 3.5797  0.30
O 3.5514 1.0122 -4.2521  -0.49
H 4.3594 1.0112 -3.6860  0.23
H 3.1930 1.9052 -3.9915  0.26
O 4.6831 -3.7667 -2.1390  -0.64
H 3.8695 -4.0984 -2.5565  0.34
H 4.3600 -3.4383 -1.2870  0.27
O 3.1148 -0.7322 3.3686  -0.65
H 2.5099 -1.1284 2.6648  0.19
H 2.4748 -0.1770 3.8603  0.33
O 3.8988 3.1554 -2.5301  -0.59
H 3.8570 2.8878 -1.6213  0.28
H 3.9396 4.0634 -2.8809  0.24
O -4.5959 -0.2271 -1.8208  -0.38
H -4.9936 -1.0879 -1.7574  0.18
H -4.8677 0.1607 -2.6546  0.24
O -1.8195 -3.5707 5.1866  -0.73
H -1.8095 -3.4545 4.2462  0.34
H -0.9467 -3.5578 5.6481  0.28

---

In order of appearance, molar mass = 116.140, 83.094, 892.985, 169.249, 980.983, 720.600 g mol⁻¹.